Record 1
C36H41GeN5O2PtS2Se | ωB97M-V/def2-TZVPD

The multiplicity is 2. The net charge is +3. The value obtained for the LUMO energy (alpha / beta) is -9.5 / -10.4 eV. The expectation value of S² is 0.7609.

Structure (XYZ):
```
89
C36H41GeN5O2PtS2Se, DFT ωB97M-V/def2-TZVPD
Pt -0.28 1.16 -0.17
C -1.48 2.83 2.43
O -1.40 2.67 0.99
C -2.45 3.40 0.30
C -1.86 4.10 -0.89
O -1.38 3.09 -1.75
C -1.08 3.53 -3.07
H -1.44 3.90 2.64
H -0.62 2.34 2.88
H -2.40 2.41 2.81
H -2.87 4.14 0.99
H -3.24 2.70 0.02
H -1.02 4.74 -0.57
H -2.61 4.73 -1.38
H -1.99 3.90 -3.56
H -0.71 2.67 -3.63
H -0.33 4.32 -3.06
C -3.15 -0.80 1.23
Ge -1.24 -0.54 1.46
C -0.37 -2.27 1.21
C -0.91 -3.26 2.05
C -0.49 -4.57 1.96
C 0.50 -4.93 1.05
C 1.06 -3.96 0.23
C 0.64 -2.64 0.33
C -0.85 -0.10 3.30
C -1.91 -0.01 4.16
C -1.74 0.37 5.51
C -0.48 0.64 5.97
C 0.65 0.54 5.13
C 1.95 0.80 5.63
C 3.05 0.66 4.83
C 2.88 0.26 3.48
C 1.64 0.03 2.97
C 0.48 0.15 3.78
H -3.39 -1.63 1.90
H -3.37 -1.09 0.21
H -3.75 0.07 1.49
H -1.67 -3.00 2.79
H -0.92 -5.32 2.61
H 0.85 -5.95 1.00
H 1.84 -4.23 -0.47
H 1.12 -1.89 -0.28
H -2.92 -0.24 3.82
H -2.59 0.46 6.16
H -0.34 0.92 7.01
H 2.06 1.11 6.66
H 4.04 0.83 5.22
H 3.76 0.13 2.86
H 1.54 -0.31 1.94
C -5.37 -3.33 -2.95
C -3.99 -2.83 -3.16
C -3.04 -3.42 -3.95
C -1.78 -2.83 -4.05
N -1.47 -1.71 -3.37
C -2.38 -1.15 -2.62
S -2.19 0.41 -1.81
N -3.62 -1.70 -2.51
C -0.71 -3.40 -4.92
H -5.60 -4.13 -3.65
H -6.10 -2.53 -3.07
H -5.47 -3.73 -1.93
H -3.27 -4.32 -4.50
H -4.31 -1.21 -1.95
H -1.09 -4.18 -5.58
H 0.08 -3.82 -4.30
H -0.27 -2.60 -5.52
S 1.31 2.58 0.59
C 2.89 1.86 0.42
N 3.94 2.68 0.66
C 5.22 2.27 0.57
C 5.47 0.97 0.22
C 4.35 0.16 0.01
N 3.09 0.59 0.10
H 3.76 3.64 0.94
H 5.99 3.00 0.78
H 6.47 0.59 0.12
H 4.47 -0.89 -0.23
Se 0.59 -0.06 -1.95
C 2.08 0.75 -2.80
C 2.37 2.11 -2.79
C 3.52 2.52 -3.45
N 4.35 1.68 -4.07
C 4.05 0.39 -4.08
C 2.91 -0.14 -3.48
H 1.74 2.82 -2.28
H 3.78 3.57 -3.50
H 4.75 -0.27 -4.58
H 2.70 -1.20 -3.52
```

Mulliken atomic charge list, values in e, 6 entries: 1.515, -0.821, -0.090, -0.783, -0.662, 0.025

Record 2
C36H42F21MgO19 | ωB97M-V/def2-TZVPD

The multiplicity is 1. The net charge is -1. The value obtained for the LUMO energy is 1.6 eV.

Structure (XYZ):
```
119
C36H42F21MgO19, DFT ωB97M-V/def2-TZVPD
Mg 1.16 -1.78 -2.00
C 4.69 -0.86 -4.16
C 5.39 0.41 -4.53
C 4.63 1.76 -4.29
O 5.28 2.73 -4.73
C 3.38 1.76 -3.64
C 2.80 0.56 -3.27
C 3.46 -0.74 -3.57
O 2.98 -1.89 -3.07
O 1.66 0.58 -2.59
O 6.58 0.44 -5.04
H 5.18 -1.78 -4.43
H 2.76 2.63 -3.45
C 0.22 0.91 0.58
C -0.29 -0.55 0.50
O -0.18 -1.27 -0.70
H 1.26 1.00 0.28
H 0.14 1.14 1.65
H -0.55 1.49 0.06
H -1.37 -0.52 0.70
H 0.29 -1.09 1.24
C 2.93 2.35 5.18
C 3.16 2.14 3.68
O 3.81 3.30 3.21
C 3.15 4.08 2.30
O 2.00 3.97 1.88
C 4.09 5.29 1.88
F 4.44 6.08 2.84
F 5.16 4.74 1.35
F 3.34 6.05 0.98
H 2.72 3.41 5.35
H 3.74 1.97 5.80
H 2.04 1.86 5.58
H 2.20 1.83 3.25
H 3.78 1.24 3.60
C -2.25 -4.71 1.30
C -1.10 -4.04 0.50
O -1.05 -4.91 -0.64
C -0.14 -4.76 -1.66
O 0.67 -3.86 -1.82
C -0.26 -5.92 -2.69
F 0.62 -5.75 -3.63
F -0.07 -7.02 -2.04
F -1.52 -5.80 -3.14
H -2.25 -4.41 2.34
H -2.01 -5.77 1.38
H -3.22 -4.52 0.84
H -0.15 -4.13 1.02
H -1.53 -3.08 0.22
C -3.66 0.45 -3.45
C -2.34 -0.26 -3.35
O -2.14 -1.30 -4.36
C -0.96 -2.00 -4.46
O 0.02 -1.86 -3.75
C -1.01 -3.07 -5.52
F -1.13 -2.34 -6.61
F 0.11 -3.84 -5.54
F -2.11 -3.83 -5.52
H -3.66 1.21 -2.67
H -4.57 -0.11 -3.68
H -3.52 1.07 -4.34
H -2.37 -0.79 -2.40
H -1.55 0.49 -3.37
C -0.56 4.37 -0.57
C 0.42 4.44 -1.75
O 0.08 5.55 -2.61
C -0.73 5.44 -3.76
O -1.04 4.35 -4.21
C -1.33 6.74 -4.42
F -0.64 7.16 -5.46
F -2.61 6.60 -4.91
F -1.39 7.73 -3.58
H -0.13 4.17 0.41
H -1.42 3.71 -0.72
H -1.05 5.34 -0.57
H 0.60 3.46 -2.21
H 1.39 4.72 -1.34
C -1.42 -2.50 4.64
C -0.47 -1.23 4.37
O 0.30 -0.82 5.52
C -0.21 -0.12 6.54
O -1.28 0.53 6.39
C 0.66 0.01 7.88
F 1.91 -0.50 7.66
F 0.77 1.28 8.23
F 0.12 -0.76 8.80
H -0.86 -3.41 4.79
H -2.04 -2.67 3.75
H -2.08 -2.30 5.48
H -1.13 -0.43 4.03
H 0.25 -1.56 3.62
C -7.66 2.03 -0.51
C -7.44 0.84 -1.37
O -6.21 0.19 -0.99
C -6.13 -0.79 -0.06
O -7.04 -1.49 0.25
C -4.66 -0.95 0.41
F -4.54 -0.59 1.65
F -4.34 -2.19 0.22
F -3.84 -0.20 -0.33
H -8.71 2.09 -0.24
H -7.62 2.84 -1.23
H -7.05 2.20 0.38
H -7.38 0.93 -2.46
H -8.19 0.07 -1.17
C 3.17 -1.94 4.03
C 2.76 -2.16 2.55
O 3.83 -2.57 1.75
C 3.77 -2.50 0.34
O 2.78 -2.12 -0.27
C 5.06 -2.80 -0.40
F 4.73 -3.88 -1.18
F 5.44 -1.74 -1.18
F 6.03 -3.19 0.44
H 3.65 -2.75 4.57
H 2.42 -1.52 4.69
H 3.98 -1.22 3.99
H 2.21 -1.32 2.12
H 1.98 -2.93 2.60
```

Mulliken atomic charge list, values in e, 6 entries: 3.097, -0.825, 0.558, 0.456, -0.712, -1.198

Record 3
C36H43B2N13O2Ta | ωB97M-V/def2-TZVPD

The multiplicity is 1. The net charge is +3. The value obtained for the LUMO energy is -11.2 eV.

Structure (XYZ):
```
97
C36H43B2N13O2Ta, DFT ωB97M-V/def2-TZVPD
Ta 0.22 -0.12 -0.39
C 3.65 0.94 -2.31
C 4.44 -0.31 -1.85
C 5.02 -1.16 -2.95
C 3.84 -1.25 -0.81
C 4.58 -2.10 0.00
C 3.66 -2.88 0.63
N 2.44 -2.38 0.37
N 2.55 -1.38 -0.61
B 1.02 -2.86 0.89
N 0.64 -1.92 2.10
C 0.99 -2.18 3.40
C 0.27 -1.38 4.24
C -0.63 -0.63 3.44
N -0.38 -0.91 2.11
C -1.73 0.27 4.04
C -3.17 -0.23 3.69
C -1.47 1.78 3.84
N 0.07 -2.77 -0.25
C -0.09 -3.78 -1.16
C -1.36 -3.71 -1.73
C -2.01 -2.57 -1.08
N -1.05 -1.96 -0.32
C -3.46 -2.38 -1.07
C -4.13 -2.73 -2.42
C -3.99 -3.21 0.04
H 3.29 1.55 -1.47
H 2.68 0.71 -2.77
H 4.24 1.62 -2.95
H 5.32 0.12 -1.33
H 4.39 -1.83 -3.52
H 5.84 -1.75 -2.47
H 5.42 -0.41 -3.63
H 5.66 -2.11 -0.02
H 3.75 -3.70 1.31
H 1.06 -4.04 1.31
H 1.64 -2.99 3.69
H 0.35 -1.39 5.37
H -1.55 0.10 5.10
H -3.52 0.35 2.82
H -3.90 0.04 4.44
H -3.26 -1.28 3.54
H -2.38 2.34 4.10
H -1.11 2.03 2.84
H -0.67 2.20 4.53
H 0.73 -4.43 -1.28
H -1.77 -4.49 -2.35
H -3.66 -1.33 -0.96
H -4.17 -3.84 -2.51
H -3.62 -2.32 -3.35
H -5.18 -2.30 -2.38
H -3.71 -4.28 -0.28
H -5.08 -3.24 0.24
H -3.46 -3.00 0.95
O 0.86 6.39 3.30
N 0.82 5.16 3.47
O 0.74 4.53 4.55
C 0.93 4.38 2.27
C 0.30 4.96 1.20
C 0.19 4.21 -0.01
C -0.29 4.77 -1.25
C -0.43 3.87 -2.34
C 0.29 2.65 -2.38
N 0.67 2.05 -1.17
C 0.59 2.82 -0.06
C 1.23 2.28 1.08
N 1.58 0.97 0.97
C 2.41 0.42 1.92
C 2.86 1.16 3.00
C 2.43 2.46 3.20
C 1.52 3.01 2.21
H -0.09 5.99 1.20
H -0.47 5.81 -1.39
H -1.14 4.07 -3.13
H 0.53 2.13 -3.30
H 2.77 -0.57 1.65
H 3.64 0.80 3.68
H 2.75 3.04 4.04
B -2.31 0.62 -3.18
N -2.46 1.02 -1.71
C -3.44 1.73 -1.15
C -3.41 1.69 0.25
C -2.27 0.95 0.52
N -1.65 0.62 -0.66
N -1.23 -0.44 -3.31
C -1.06 -1.29 -4.32
C 0.19 -1.81 -4.34
C 0.80 -1.34 -3.17
N -0.02 -0.48 -2.55
H -2.03 1.66 -3.78
H -3.34 0.26 -3.85
H -4.05 2.28 -1.83
H -4.23 1.73 0.98
H -1.92 0.62 1.55
H -1.88 -1.56 -5.03
H 0.59 -2.48 -5.13
H 1.77 -1.61 -2.82
```

Mulliken atomic charge list, values in e, 6 entries: -0.573, -1.096, 0.420, -1.347, 0.111, -1.491

Number 1: largest force on an atom 0.049 hartree/bohr, E -7213.78438 Eh. Number 2: largest force on an atom 0.095 hartree/bohr, E -5123.92577 Eh. Number 3: largest force on an atom 0.067 hartree/bohr, E -2365.63737 Eh.